{"formula": "C3H11N3", "method": "wB97M-V/def2-TZVPD", "symbols": ["C", "C", "C", "N", "N", "N", "H", "H", "H", "H", "H", "H", "H", "H", "H", "H", "H"], "coordinates": [[2.37993, -0.11932, -0.13644], [2.62362, 1.18727, -0.15617], [-1.11717, 0.69003, -0.10828], [2.22917, -1.24285, -0.35902], [-1.41415, -0.76011, -0.26485], [-2.49324, -1.03110, 0.64143], [2.64754, 1.50112, -1.21086], [1.84931, 1.75864, 0.35762], [3.59543, 1.42439, 0.39174], [-1.62464, 1.36963, -0.62722], [0.01565, 0.68954, -0.41963], [-1.25803, 0.89557, 1.00168], [2.56287, -2.18833, -0.52766], [-1.70630, -1.04121, -1.15539], [-3.24133, -0.34670, 0.41676], [-2.24123, -0.79243, 1.57290], [-2.80742, -1.99414, 0.58340]], "mulliken_charge": [0.505, -0.891, -0.483, -0.016, -0.280, -0.265, 0.358, 0.390, 0.364, 0.419, -0.203, 0.374, 0.365, 0.266, 0.389, 0.357, 0.353], "homo_energy_ev": -19.011, "charge": 2, "total_energy_ev": -7739.54590, "gap_ev": 11.204}



{"formula": "C16H44N15O10", "method": "wB97M-V/def2-TZVPD", "symbols": ["C", "C", "O", "C", "C", "N", "C", "C", "O", "C", "O", "C", "C", "H", "H", "H", "H", "H", "H", "H", "H", "H", "H", "H", "H", "H", "H", "H", "H", "C", "O", "N", "N", "H", "H", "H", "H", "C", "O", "N", "N", "H", "H", "H", "H", "C", "O", "N", "N", "H", "H", "H", "H", "C", "O", "N", "N", "H", "H", "H", "H", "C", "O", "N", "N", "H", "H", "H", "H", "C", "O", "N", "N", "H", "H", "H", "H", "C", "O", "N", "N", "H", "H", "H", "H"], "coordinates": [[0.74435, 3.89475, -0.57278], [-0.63839, 4.11999, -1.09229], [-1.53038, 3.17779, -0.50385], [-2.05448, 2.24243, -1.35348], [-1.01197, 1.45409, -2.08937], [-0.98604, 0.26645, -1.76758], [-0.01377, -0.68209, -2.33596], [1.40246, -0.24415, -2.06231], [2.15943, -1.40932, -1.76167], [3.32027, -1.05705, -1.15823], [3.50145, -1.12658, -0.02651], [-1.99417, -0.12579, -0.79394], [-2.60144, 1.18067, -0.43377], [0.91739, 4.47392, 0.27848], [1.48591, 4.16344, -1.28244], [0.83254, 2.87524, -0.28191], [-0.67293, 4.10531, -2.14730], [-0.93248, 5.09079, -0.81375], [-2.73498, 2.61714, -2.07885], [-0.37756, 1.92064, -2.77929], [-0.14335, -0.68247, -3.37596], [-0.21817, -1.65281, -1.97416], [1.44206, 0.39425, -1.21984], [1.78577, 0.22683, -2.93669], [4.04569, -0.65678, -1.84488], [-2.66050, -0.79641, -1.26580], [-1.58930, -0.61701, 0.05032], [-2.11846, 1.40680, 0.47478], [-3.63099, 1.19140, -0.24729], [-4.26318, -3.15239, -3.45985], [-4.85108, -2.15087, -3.08636], [-2.91763, -3.31284, -3.19981], [-4.85604, -4.16455, -4.14138], [-2.37345, -4.10752, -3.47765], [-2.46885, -2.57738, -2.69905], [-5.83253, -4.06842, -4.34535], [-4.38330, -4.99662, -4.44861], [3.33678, 1.91599, 2.79844], [3.34708, 2.82903, 1.97853], [3.13093, 0.61338, 2.43123], [3.55002, 2.11049, 4.12688], [3.14533, -0.15985, 3.07379], [2.98596, 0.44148, 1.46029], [3.72709, 3.04675, 4.43588], [3.54320, 1.35012, 4.78809], [6.24777, -3.12345, -4.16251], [6.54100, -3.21682, -5.33170], [4.93834, -2.96260, -3.74778], [7.17802, -3.16703, -3.15495], [4.66766, -2.88941, -2.78855], [4.23583, -2.93206, -4.45997], [8.13575, -3.28311, -3.42445], [6.95165, -3.09326, -2.18274], [-6.23496, -7.72174, -3.51105], [-5.62909, -7.23522, -4.45173], [-6.71313, -6.96245, -2.47475], [-6.48269, -9.06273, -3.42070], [-7.21394, -7.34171, -1.69492], [-6.54549, -5.97582, -2.51231], [-6.14603, -9.64187, -4.16514], [-6.97845, -9.48538, -2.66030], [-4.23447, 4.46427, 1.65837], [-4.79302, 3.54610, 1.07188], [-4.87985, 5.27301, 2.54563], [-2.90793, 4.73090, 1.45047], [-4.43183, 6.01989, 3.03983], [-5.84983, 5.08982, 2.71202], [-2.45264, 4.11010, 0.80395], [-2.40209, 5.46689, 1.90573], [3.95561, -1.60005, 6.01247], [3.72672, -0.56424, 5.39786], [4.17892, -1.60788, 7.35514], [4.00414, -2.81667, 5.39567], [4.36903, -2.43950, 7.88009], [4.15007, -0.72766, 7.83231], [3.84589, -2.84019, 4.40795], [4.19035, -3.67415, 5.87872], [1.43434, 6.21201, 3.44887], [1.28406, 7.21005, 2.76775], [1.62327, 6.27693, 4.80890], [1.43352, 4.95035, 2.91977], [1.74808, 5.47195, 5.39038], [1.63115, 7.18672, 5.22669], [1.30724, 4.86941, 1.93435], [1.56877, 4.11833, 3.45994]], "mulliken_charge": [-0.340, -0.745, -0.495, 0.089, -0.310, 0.250, -0.922, -0.289, -0.333, -0.132, -0.478, -0.546, -1.091, -0.263, 0.411, 0.238, 0.403, 0.577, 0.368, 0.557, 0.274, 0.555, 0.233, 0.439, 0.690, 0.322, 0.350, 0.270, 0.696, 0.647, -0.660, -0.305, -0.352, 0.176, 0.147, 0.209, 0.152, 0.532, -0.673, -0.128, -0.303, 0.102, 0.110, 0.228, 0.272, 0.590, -0.604, -0.304, -0.354, 0.164, 0.163, 0.214, 0.163, 0.625, -0.630, -0.327, -0.407, 0.172, 0.192, 0.218, 0.162, 0.611, -0.653, -0.393, -0.223, 0.161, 0.247, 0.233, 0.200, 0.610, -0.632, -0.425, -0.355, 0.167, 0.208, 0.183, 0.180, 0.575, -0.666, -0.386, -0.216, 0.158, 0.235, 0.153, 0.060], "homo_energy_ev": -11.349, "charge": 1, "total_energy_ev": -60131.07404, "gap_ev": 7.432}



{"formula": "C5H15NO2", "method": "wB97M-V/def2-TZVPD", "symbols": ["C", "C", "C", "C", "N", "C", "H", "H", "H", "H", "H", "H", "H", "H", "H", "H", "H", "O", "H", "H", "O", "H", "H"], "coordinates": [[-0.17410, -0.67191, 2.57256], [-0.11935, -0.66966, 1.22505], [-0.16057, 0.56518, 0.36200], [1.23371, 1.13791, 0.12792], [-0.17042, -1.91951, 0.57358], [-1.07819, -2.14874, -0.57577], [-0.32200, -1.54743, 3.17857], [-0.13306, 0.29686, 3.05087], [-0.81994, 0.47763, -0.49527], [-0.74876, 1.25348, 0.98098], [1.12562, 2.16316, -0.23158], [1.81278, 1.24186, 1.04731], [1.82991, 0.50677, -0.52751], [-0.40253, -2.64845, 1.23760], [-0.50068, -2.29565, -1.49135], [-1.85057, -1.39176, -0.63699], [-1.48261, -3.15897, -0.46347], [2.84201, -1.88713, -0.91972], [2.29126, -2.22730, -0.19470], [3.71963, -1.74521, -0.54955], [-2.30163, 5.08733, -2.37463], [-1.62920, 5.05994, -3.08341], [-2.96132, 4.52164, -2.81251]], "mulliken_charge": [-1.162, 0.568, -0.491, -1.114, -0.241, -0.924, 0.309, 0.271, 0.354, 0.317, 0.355, 0.310, 0.326, 0.245, 0.252, 0.274, 0.386, -0.648, 0.309, 0.305, -0.640, 0.321, 0.319], "homo_energy_ev": -8.024, "total_energy_ev": -11012.22850, "gap_ev": 8.810, "smiles": "C=C(CC)NC.O.O"}



{"formula": "C4H3N3", "method": "wB97M-V/def2-TZVPD", "symbols": ["N", "C", "C", "N", "C", "C", "N", "H", "H", "H"], "coordinates": [[-2.59057, 0.07409, -0.80550], [-1.50498, -0.33603, -0.78859], [-0.89481, 2.10929, 1.26797], [-0.01263, 1.35898, 1.04915], [0.99682, 0.46894, 0.75153], [0.85015, -0.53815, -0.11365], [-0.28102, -0.89025, -0.84542], [1.94321, 0.62407, 1.25668], [1.69430, -1.18915, -0.30847], [-0.20048, -1.68180, -1.46370]], "mulliken_charge": [-0.406, 0.352, -0.122, -0.093, -0.179, -0.273, -0.203, 0.370, 0.318, 0.238], "homo_energy_ev": -9.359, "total_energy_ev": -8664.26804, "gap_ev": 9.644}